1.
Entry from the Open Molecules 2025 dataset: C24H26N4O4 as an isolated structure (the ωB97M-V functional and the def2-TZVPD basis).

```
! RIJCOSX wB97M-V def2-TZVPD def2/J DEFGRID3
* xyz 0 1
C -4.37208 -2.86317 -1.05794
H -4.09573 -3.66104 -0.41718
H -5.31898 -2.76811 -1.43248
H -3.78770 -3.12084 -2.06141
C -3.98379 -1.68382 -0.72147
C -2.60651 -1.59972 -0.16052
C -1.68264 -1.27139 -0.98085
C -0.26772 -1.16719 -0.96291
C 0.11036 -1.58092 0.32544
C -0.74576 -2.05102 1.34445
C -2.18745 -1.74827 1.05610
H -2.96355 -2.15352 1.67082
H -0.44769 -2.54860 2.20805
N 1.57147 -1.61050 0.75266
C 2.17953 -1.03028 1.56338
O 3.30849 -1.23065 2.04227
C 1.44636 -0.11943 2.49624
H 2.05928 0.40351 3.26468
C 0.99504 1.24892 1.43954
C -0.66100 1.23094 1.60349
O -1.35029 0.84356 2.34319
N -1.25944 1.77387 0.47830
C -2.48044 1.94747 0.01407
N -2.69100 2.21823 -1.14501
C -3.85507 2.51791 -2.02222
C -4.90387 2.23069 -1.00913
C -4.80944 1.67886 0.33331
C -3.50893 1.83139 0.80291
H -3.45057 1.36057 1.97212
H -5.64280 1.70905 1.05378
H -5.95749 2.47521 -1.46858
H -3.94818 2.59034 -2.95309
H -0.48088 1.90758 -0.42676
H 1.26013 0.88745 0.47162
H 1.18979 2.05194 1.86981
H 0.60335 -0.18472 3.01465
C 2.36301 -2.57366 -0.31415
H 3.05799 -3.09708 0.74371
C 3.05159 -1.71065 -1.19297
O 2.55997 -1.53468 -2.25896
N 4.24822 -1.21919 -0.57358
H 4.20288 -1.11337 0.50604
C 4.76509 -0.16398 -1.46321
C 4.61691 1.08242 -0.84776
C 5.42674 2.11927 -0.30376
C 4.92866 3.11722 0.16526
C 3.58443 2.83279 -0.19601
O 3.55638 1.61265 -0.83609
H 2.62722 3.60802 -0.26045
H 4.99622 4.10712 0.75767
H 6.60437 1.94515 -0.12256
H 5.95633 -0.30351 -1.58113
H 4.63230 -0.08651 -2.60378
H 1.72751 -3.36625 -0.53219
H 0.60513 -0.98202 -1.46610
H -1.86103 -0.71412 -1.91683
H -4.22785 -0.78881 -1.37761
H -4.68689 -1.28514 0.37313
*
```

Output
Kohn-Sham gap   8.2 eV
Highest occupied orbital energy   -7.87 eV

Which charges does Löwdin predict for the atoms? In e, they are: -0.171 0.102 0.072 0.157 -0.316 -0.345 -0.070 0.064 -0.161 0.082 0.004 0.117 0.101 0.078 -0.652 0.003 0.031 0.126 0.066 -0.525 0.169 0.141 -0.580 0.122 0.074 -0.085 -0.064 -0.045 0.184 0.111 0.105 0.004 0.238 0.071 0.005 0.034 0.043 0.232 -0.538 0.110 0.114 0.137 -0.135 -0.414 -0.161 -0.113 -0.088 0.077 0.174 0.165 0.161 0.168 0.167 0.098 0.078 0.135 0.141 0.199

2.
Entry from the Open Molecules 2025 dataset: the molecule C24H26N4O4 (the ωB97M-V functional and the def2-TZVPD basis).

```
! RIJCOSX wB97M-V def2-TZVPD def2/J DEFGRID3
* xyz 0 1
C -6.31260 -2.54580 1.22469
C -5.13133 -2.90419 0.32069
C -4.25901 -1.70229 0.09771
C -3.24770 -1.38498 0.99648
C -2.46379 -0.26021 0.82364
C -2.68047 0.56925 -0.26945
N -1.89369 1.73431 -0.44508
C -1.86892 2.67275 0.66857
C -0.66046 2.46063 1.59782
O -0.77100 1.98309 2.70902
N 0.48853 2.91126 1.07349
C 1.76122 2.74876 1.73976
C 2.67637 1.82868 0.99876
C 3.36386 0.72133 1.39762
C 4.10730 0.28780 0.27218
C 3.80977 1.16053 -0.72575
O 2.95029 2.09951 -0.29515
C -1.06743 1.95840 -1.48816
O -0.40258 2.98355 -1.56829
C -0.96142 0.90088 -2.57412
C 0.50066 0.44516 -2.65608
C 0.88316 -0.26463 -1.36863
O 0.44173 0.06517 -0.29122
N 1.75135 -1.30058 -1.54887
C 2.30687 -2.14110 -0.58817
C 1.91704 -2.15826 0.75019
C 2.55671 -3.04806 1.59221
C 3.54270 -3.88362 1.08485
C 3.84147 -3.79120 -0.26352
N 3.24207 -2.94511 -1.08322
C -3.70470 0.27600 -1.16329
C -4.48093 -0.85319 -0.97900
H -5.95591 -2.18521 2.18664
H -6.91412 -1.76295 0.76821
H -6.94275 -3.41643 1.39088
H -4.54955 -3.70062 0.78900
H -5.50820 -3.27269 -0.63553
H -3.06844 -2.03096 1.84366
H -1.68150 -0.02186 1.52540
H -1.82692 3.68600 0.25785
H -2.78278 2.54169 1.24980
H 0.49748 3.18790 0.09598
H 2.23464 3.73519 1.83688
H 1.56384 2.34231 2.73415
H 3.34283 0.27023 2.36783
H 4.76460 -0.55593 0.21750
H 4.13540 1.22390 -1.74540
H -1.24673 1.36031 -3.52250
H -1.60356 0.04558 -2.37522
H 1.13567 1.33067 -2.75278
H 0.65439 -0.19923 -3.52225
H 2.13402 -1.46856 -2.47032
H 1.15259 -1.48909 1.10405
H 2.28727 -3.08966 2.63726
H 4.06138 -4.58629 1.71737
H 4.59613 -4.41846 -0.71977
H -3.89193 0.93697 -1.99750
H -5.27286 -1.07488 -1.68022
*
```

Output
SMILES   CCc1ccc(N(CC(=O)NCc2ccco2)C(=O)CCC(=O)Nc2ccccn2)cc1
Kohn-Sham gap   9.1 eV
Highest occupied orbital energy   -8.41 eV

Which charges does Löwdin predict for the atoms? In e, they are: -0.095 -0.216 -0.250 -0.016 0.010 -0.233 0.011 -0.022 -0.477 0.052 0.093 -0.078 -0.263 -0.025 -0.070 -0.128 0.045 -0.444 0.044 -0.069 -0.074 -0.435 0.093 0.156 -0.310 -0.009 -0.061 -0.075 -0.152 0.115 -0.019 -0.031 0.074 0.074 0.068 0.109 0.108 0.118 0.108 0.135 0.140 0.111 0.133 0.130 0.114 0.105 0.122 0.132 0.108 0.127 0.118 0.146 0.103 0.109 0.097 0.104 0.122 0.114

Least stable structure: 1

1.
Entry from the Open Molecules 2025 dataset: C4H6N2O4 as an isolated structure (the ωB97M-V functional and the def2-TZVPD basis).

```
! RIJCOSX wB97M-V def2-TZVPD def2/J DEFGRID3
* xyz 0 1
C 2.05774 -1.16541 0.55384
C 1.02551 -0.34911 0.39108
C -1.86415 0.89870 0.33635
C -1.98451 -0.25108 -0.70824
N 2.63861 0.45910 -0.88534
N -0.69600 -0.85900 1.06951
O 3.17497 -0.69273 -0.18921
O 1.19425 0.60545 -0.50944
O -1.29372 0.23631 1.38941
O -1.33492 -1.30447 -0.08814
H 2.41001 -1.77736 1.33527
H -1.27392 1.82348 0.04374
H -2.79948 1.45215 0.56094
H -2.99582 -0.58834 -1.20067
H -1.51833 0.20505 -1.62498
H 3.25977 1.30727 -0.47413
*
```

Output
Kohn-Sham gap   8.6 eV
Highest occupied orbital energy   -7.91 eV

Which charges does Löwdin predict for the atoms? In e, they are: -0.072 -0.166 -0.168 -0.177 0.039 0.045 -0.115 -0.039 -0.088 -0.079 0.104 0.136 0.129 0.156 0.120 0.175

2.
Entry from the Open Molecules 2025 dataset: the molecule C4H6N2O4 (the ωB97M-V functional and the def2-TZVPD basis).

```
! RIJCOSX wB97M-V def2-TZVPD def2/J DEFGRID3
* xyz 0 1
C -0.98402 -1.38382 1.36058
C 0.05058 -1.05111 0.60255
C 0.03751 0.24970 -0.14006
C 1.31784 0.04351 -1.41170
N 0.40442 1.44621 0.71973
O 0.00532 2.56965 0.50622
O 1.17751 1.10754 1.59627
N -1.30151 0.53038 -0.69617
O -2.13050 0.75533 0.15546
O -1.50761 0.45178 -1.89112
H -0.90959 -2.30673 1.73602
H -1.76679 -0.76232 1.53300
H 1.09204 -1.53622 0.57324
H 1.27596 0.86351 -2.10910
H 1.05329 -0.97477 -1.61439
H 2.18554 -0.00262 -0.92054
*
```

Output
SMILES   C=CC(C)([N+](=O)[O-])[N+](=O)[O-]
Kohn-Sham gap   10.4 eV
Highest occupied orbital energy   -10.81 eV

Which charges does Löwdin predict for the atoms? In e, they are: 0.097 -0.093 -0.242 0.104 -0.333 0.118 0.091 -0.343 0.091 0.119 0.037 0.044 0.151 0.078 0.065 0.017

Least stable structure: 1

1.
Entry from the Open Molecules 2025 dataset: a 2-piece molecular cluster, C12H20 overall (the ωB97M-V functional and the def2-TZVPD basis).

```
! RIJCOSX wB97M-V def2-TZVPD def2/J DEFGRID3
* xyz 0 1
C -0.15949 -2.84031 2.58667
C -0.77148 -1.73193 1.70298
C 0.09818 -0.49946 1.79104
C 1.47877 -0.57956 1.63247
C 2.31500 0.50169 1.82982
C 1.74535 1.76469 1.99827
C 0.36638 1.88092 2.07065
C -0.44347 0.76257 2.05069
H 0.58422 -3.40488 2.02150
H -0.92680 -3.56359 2.84164
H 0.26322 -2.50358 3.52959
H -0.95447 -2.13667 0.70922
H -1.75257 -1.51129 2.12404
H 1.96176 -1.54311 1.49890
H 3.38453 0.40911 1.72458
H 2.40130 2.61962 2.08210
H -0.03691 2.88366 2.12967
H -1.52511 0.83755 1.98840
C -0.21730 1.98132 -2.73334
C -0.89444 0.68366 -2.31292
C -1.46368 -0.00369 -3.56910
C 0.06028 -0.24782 -1.58584
H 0.74138 1.71377 -3.20491
H 0.12955 2.65075 -1.94987
H -0.81554 2.56181 -3.43214
H -1.75974 0.95330 -1.69637
H -0.68204 -0.40266 -4.20759
H -2.23816 -0.73784 -3.34491
H -2.00961 0.74888 -4.14389
H 0.92323 -0.50432 -2.21068
H 0.57957 0.35083 -0.84271
H -0.38190 -1.09341 -1.07793
*
```

Output
SMILES   CCc1ccccc1.CC(C)C
Kohn-Sham gap   10.0 eV
Highest occupied orbital energy   -9.02 eV

Which charges does Löwdin predict for the atoms? In e, they are: -0.106 -0.195 -0.263 -0.072 -0.081 -0.095 -0.095 -0.047 0.068 0.063 0.080 0.096 0.104 0.112 0.100 0.097 0.101 0.112 -0.096 -0.480 -0.094 -0.080 0.083 0.070 0.071 0.127 0.076 0.073 0.066 0.089 0.058 0.059

2.
Entry from the Open Molecules 2025 dataset: a 2-piece molecular cluster, C12H20 overall (the ωB97M-V functional and the def2-TZVPD basis).

```
! RIJCOSX wB97M-V def2-TZVPD def2/J DEFGRID3
* xyz 0 1
C 2.08362 3.05636 0.88354
C 1.81850 1.54437 0.86486
C 0.45110 1.08941 1.20960
C -0.72297 1.74045 0.79360
C -1.96454 1.34667 1.26706
C -2.09726 0.45455 2.31018
C -0.92871 -0.28511 2.60521
C 0.26809 -0.10761 1.93573
H 1.34552 3.75463 0.50301
H 3.00905 3.47623 0.47930
H 2.15558 3.23299 1.96373
H 2.18898 1.17882 -0.09864
H 2.56052 1.17084 1.59170
H -0.58175 2.45702 -0.01448
H -2.86228 1.88405 0.97326
H -2.92561 0.17922 2.92312
H -1.07641 -1.08767 3.34310
H 1.12397 -0.69722 2.25856
C -1.34574 -2.53429 -1.11766
C -0.03051 -1.86538 -1.57678
C 0.59139 -2.44157 -2.86417
C -0.21489 -0.34450 -1.75502
H -2.22004 -2.25490 -1.66025
H -1.56146 -1.97320 -0.18414
H -1.15152 -3.56133 -0.85664
H 0.68373 -1.99560 -0.76882
H -0.19460 -2.52481 -3.61954
H 1.34511 -1.76724 -3.26170
H 1.13029 -3.38939 -2.75826
H -0.98792 -0.04346 -2.46110
H -0.61451 0.18193 -0.87706
H 0.72528 0.12575 -2.03131
*
```

Output
SMILES   CCc1ccccc1.CC(C)C
Kohn-Sham gap   9.8 eV
Highest occupied orbital energy   -8.87 eV

Which charges does Löwdin predict for the atoms? In e, they are: -0.105 -0.214 -0.254 -0.076 -0.100 -0.084 -0.094 -0.047 0.060 0.071 0.076 0.107 0.115 0.119 0.104 0.093 0.106 0.113 -0.071 -0.460 -0.090 -0.090 0.065 0.069 0.072 0.114 0.078 0.061 0.071 0.082 0.039 0.071

Least stable structure: 2

1.
Entry from the Open Molecules 2025 dataset: a 2-piece molecular cluster, C6H11P overall (the ωB97M-V functional and the def2-TZVPD basis).

```
! RIJCOSX wB97M-V def2-TZVPD def2/J DEFGRID3
* xyz 0 1
C -1.96251 -0.18279 -0.00282
C -0.69853 0.27539 -0.54261
C -2.73304 -1.41671 -0.13910
C 1.22816 1.82380 -0.22306
C 1.01141 -0.15809 1.15230
C 0.78590 0.36462 -0.23701
P -1.81924 1.45008 0.39161
H -1.32616 0.31584 -2.40960
H -3.57524 -1.47479 0.47172
H -2.03165 -2.21829 0.00079
H -3.00952 -1.46490 -1.18954
H 2.24411 2.02319 -0.34689
H 0.86714 2.23826 0.75704
H 0.77153 2.37371 -1.02748
H 2.09821 -0.24304 1.40551
H 0.49242 -0.97460 1.61835
H 0.76615 0.72245 1.81357
H 1.50850 -0.31427 -0.82296
*
```

Output
Kohn-Sham gap (spin up / spin down)   7.4 / 7.4 eV
Highest occupied orbital energy (spin up / spin down)   -7.57 / -7.59 eV

Which charges does Löwdin predict for the atoms? In e, they are: -0.652 -0.443 -0.089 -0.122 -0.128 -0.491 1.020 0.111 0.055 0.080 0.082 0.055 0.067 0.065 0.097 0.070 0.068 0.154

2.
Entry from the Open Molecules 2025 dataset: the molecule C6H11P (the ωB97M-V functional and the def2-TZVPD basis).

```
! RIJCOSX wB97M-V def2-TZVPD def2/J DEFGRID3
* xyz 0 1
C 2.95548 -1.60120 -0.27128
C 1.79856 -1.24360 -0.16569
P 0.31977 -0.45852 0.74660
C -1.16507 -1.34349 0.00010
C -2.59389 -0.71157 0.15864
C 0.15756 1.15750 -0.07918
C 1.29476 2.12884 0.30249
H 3.70897 -2.17768 -0.72022
H -1.03615 -1.48212 -1.14749
H -1.17312 -2.39605 0.38144
H -2.49803 0.09661 -0.47560
H -3.34466 -1.42723 -0.18823
H -2.70933 -0.38681 1.18899
H 0.45986 1.03254 -1.23031
H -0.83042 1.58905 0.10925
H 1.13831 2.42345 1.29285
H 2.28537 1.76741 0.35920
H 1.23202 3.03285 -0.26157
*
```

Output
SMILES   C#CP(CC)CC
Kohn-Sham gap   9.6 eV
Highest occupied orbital energy   -8.64 eV

Which charges does Löwdin predict for the atoms? In e, they are: 0.006 -0.299 0.900 -0.464 -0.151 -0.469 -0.185 0.003 0.097 0.064 0.016 0.075 0.064 0.123 0.069 0.039 0.050 0.061

Least stable structure: 1